The following is a DFT calculation (the ωB97M-V functional and the def2-TZVPD basis) of 14 unconnected molecules or ions with the total composition C26H84N22O14 in a non-equilibrium geometry.

Energy relative to the best compared isomer or geometry (same formula, charge and spin), eV: 4.671
Calculated total energy, Ha: -3298.9382

Last column: Mulliken charge in e.
Positions of all 146 atoms, in Å:
H 4.721 2.601 -6.663  0.349
H -3.856 2.793 -8.252  0.303
H -3.988 -5.258 -1.941  0.154
H 2.947 6.632 -0.456  0.216
H 3.898 -6.473 -2.527  0.121
C 0.625 -8.410 3.202  -1.415
H -1.907 -8.585 -1.713  0.283
N -0.503 -3.684 5.298  -0.307
H -1.736 8.509 0.163  0.335
H 2.031 3.405 -8.121  0.213
H -0.079 -9.796 0.850  0.382
H -3.858 2.404 -5.837  0.374
H 3.338 2.495 -4.656  0.203
C -0.996 -9.177 -1.623  -0.743
C -0.273 -8.729 0.746  -0.769
O 6.003 -3.176 3.432  -0.641
H -1.294 -8.519 1.063  0.343
H 1.075 3.567 3.801  0.210
C 2.672 -4.981 -2.416  0.779
H -0.232 -0.101 2.123  0.203
O -1.878 -2.626 6.629  -0.670
H -5.460 0.821 -4.722  0.217
C 0.909 -8.143 1.676  0.373
H 2.632 0.033 -6.356  0.312
H 0.833 3.362 -6.847  0.238
C -2.054 8.285 1.181  -1.519
H 4.482 -0.045 -4.741  0.308
O -4.822 9.848 1.512  -0.343
O 3.549 -1.673 7.702  -0.701
H 4.483 0.871 -3.493  0.212
H 2.213 -6.941 -2.209  0.207
H 3.069 -3.699 2.701  0.117
N 1.165 4.792 -1.983  -0.354
N 0.310 4.832 6.484  -0.412
N 1.698 -0.737 8.248  -0.385
H -4.802 1.661 -9.325  0.291
O -2.637 -4.805 0.767  -0.630
H -3.253 1.976 3.331  0.162
C -1.671 -3.242 5.612  0.639
H -0.553 -9.140 -2.618  0.242
N -3.232 -5.004 -1.321  -0.430
C -3.665 0.876 -3.548  -1.512
H -0.287 -1.402 0.892  0.110
C 3.566 1.568 -5.183  0.282
O 0.030 2.728 5.783  -0.676
H 5.487 -5.493 3.696  0.196
H 4.010 -2.148 2.551  0.149
O -4.925 2.931 2.707  -0.513
H -3.500 6.484 -0.298  0.224
N -0.156 -0.441 1.175  -0.350
N 2.554 -0.236 6.350  -0.293
C 5.035 -3.720 3.044  0.759
H 0.538 5.794 6.276  0.157
H -3.740 1.945 -3.347  0.356
H -1.198 -10.210 -1.339  0.302
H 0.373 4.913 -2.599  0.181
H -0.099 4.638 7.387  0.229
N 6.709 0.971 1.345  -0.411
O 0.770 1.546 0.648  -0.666
H 1.535 1.099 -5.360  0.251
N 0.823 -6.652 1.659  -0.448
H -4.349 -1.358 -4.118  0.189
H -1.302 7.619 1.605  0.390
H -2.437 -4.118 3.935  0.184
N 0.982 4.269 4.521  -0.363
H 2.484 3.758 -6.368  0.319
H 7.539 1.363 0.923  0.189
C -3.902 1.339 -6.064  -0.737
H -2.246 -4.840 -1.468  0.234
C 0.480 0.372 0.385  0.739
C -4.203 1.773 -8.421  -0.783
H -5.251 -1.174 -5.431  0.244
O 2.216 1.835 -7.147  -0.377
H -4.443 3.608 2.226  0.279
H 1.855 0.491 6.300  0.112
N 3.913 -3.144 2.691  -0.330
H 0.457 -1.344 -0.804  0.105
H -5.702 8.708 3.038  0.299
H -3.756 7.739 2.330  0.015
C 0.387 3.877 5.604  0.678
H -2.843 1.098 -6.153  0.320
C -5.885 9.587 2.421  -0.702
C 5.545 1.421 1.209  0.623
O -4.672 1.140 -7.263  -0.313
N 2.920 -6.249 -2.409  -0.403
H 1.824 -1.162 9.156  0.222
N 3.854 0.542 -4.210  -0.510
H -2.599 5.930 0.924  0.253
H -3.796 1.462 1.855  0.199
H -6.776 9.268 1.881  0.304
H 4.446 2.192 -0.091  0.226
N -4.727 -5.140 0.088  -0.439
O -0.163 -8.477 -0.645  -0.219
H 1.233 -7.819 3.888  0.337
H 6.198 2.033 -0.622  0.179
C 2.400 1.044 -6.021  -0.481
N 4.737 -4.919 3.337  -0.371
H 1.521 5.123 4.524  0.179
H 6.795 0.485 2.227  0.245
H -0.134 -6.380 1.481  0.158
N 0.728 -0.375 -0.718  -0.270
C -3.466 -4.917 -0.072  0.716
N 3.664 -4.279 -2.770  -0.387
H -3.560 -3.470 5.148  0.202
H -0.404 -8.232 3.511  0.304
H 1.863 -8.511 1.298  0.376
H -3.281 1.311 -8.773  0.320
H -2.055 9.251 1.686  0.376
H -6.125 10.466 3.019  0.256
N -3.449 6.432 0.709  -0.630
H 3.795 -5.276 3.264  0.105
C -4.565 8.793 0.629  -0.724
H 3.483 -3.286 -2.807  0.223
H 0.285 -3.314 5.809  0.194
H 4.509 -4.756 -3.050  0.134
H -4.176 9.170 -0.316  0.381
N 5.429 1.995 0.032  -0.391
C 1.884 3.174 -7.066  -0.620
H -5.496 8.274 0.405  0.367
C -4.193 1.741 2.831  -0.402
H -5.390 -5.203 -0.672  0.155
C -3.473 7.798 1.279  0.728
H -2.594 0.742 -3.699  0.337
H 5.581 2.170 -5.187  0.419
N -4.389 -0.869 -5.001  -0.733
H -5.050 -4.960 1.028  0.233
C 4.861 1.812 -5.924  -1.519
H 1.042 -0.032 7.943  0.144
H -4.680 1.050 3.518  0.262
H 1.328 3.948 -1.452  0.158
N -2.631 -3.728 4.846  -0.386
H -3.917 0.271 -2.678  0.423
H 3.273 -0.324 5.646  0.144
H 0.895 -6.448 0.673  0.120
H -0.373 -4.487 4.700  0.127
H 1.273 -0.056 -1.506  0.121
H 5.232 0.917 -6.423  0.410
O 4.696 1.111 2.044  -0.661
C 2.671 -0.917 7.430  0.772
H 2.127 5.069 -0.138  0.163
H 0.924 -9.426 3.458  0.396
C -4.403 0.585 -4.844  0.703
O 2.034 6.692 -2.741  -0.629
O 1.575 -4.567 -2.208  -0.677
N 2.530 5.762 -0.753  -0.410
C 1.963 5.811 -1.962  0.680